Computed, not measured: C24H31F6N7O8ReS3Si2 as an isolated structure, with wB97M-V/def2-TZVPD.

Values from the calculation:
Spin multiplicity: 2
HOMO energy (alpha / beta) in eV: -8.555 / -8.490
Molar mass in g mol⁻¹: 998.12
Energy relative to the best compared isomer or geometry (same formula, charge and spin) in kJ/mol: 98.56
Gap between HOMO and LUMO (alpha / beta) in Eh: 0.237 / 0.254

The geometry in XYZ format:
```
82
C24H31F6N7O8ReS3Si2 | the OMol25 dataset | wB97M-V/def2-TZVPD
Re -0.157 0.613 -0.251
C -1.061 -2.541 2.745
Si -2.029 -1.574 1.471
C -3.807 -1.258 1.929
C -2.040 -2.582 -0.077
N -1.118 0.022 1.329
C -1.307 0.937 2.329
C -1.872 0.695 3.603
C -2.070 1.736 4.465
C -1.736 3.049 4.082
C -1.153 3.300 2.871
C -0.892 2.232 1.981
N -0.279 2.319 0.757
Si 0.558 3.917 0.412
C 1.605 4.299 1.949
C -0.730 5.244 0.167
C 1.807 3.811 -0.960
H -1.512 -3.530 2.856
H -0.995 -2.088 3.734
H -0.044 -2.690 2.370
H -4.248 -2.222 2.202
H -4.320 -0.898 1.035
H -4.001 -0.557 2.736
H -2.947 -3.194 -0.026
H -1.190 -3.259 -0.086
H -2.068 -2.032 -1.013
H -2.138 -0.306 3.905
H -2.497 1.552 5.442
H -1.941 3.871 4.755
H -0.915 4.317 2.597
H 1.481 3.604 2.780
H 1.352 5.292 2.327
H 2.664 4.328 1.683
H -0.631 6.037 0.910
H -1.735 4.827 0.226
H -0.629 5.684 -0.827
H 2.366 2.874 -0.984
H 2.532 4.608 -0.771
H 1.398 3.990 -1.951
F 0.800 0.845 -5.900
C 0.683 0.316 -4.684
F -0.555 -0.118 -4.520
F 1.547 -0.674 -4.561
S 1.075 1.637 -3.455
O 0.812 1.038 -2.126
O 2.446 1.962 -3.664
N 0.097 2.750 -3.895
S -1.064 3.481 -3.123
O -1.183 3.055 -1.750
O -1.049 4.880 -3.406
C -2.570 2.832 -3.957
F -2.504 3.057 -5.266
F -3.634 3.459 -3.460
F -2.696 1.529 -3.743
N 1.100 -7.973 -0.024
C 1.081 -6.636 -0.370
C 0.096 -6.138 -1.228
C 0.103 -4.810 -1.606
C 1.096 -3.959 -1.134
C 2.098 -4.446 -0.303
C 2.083 -5.770 0.085
S 1.129 -2.301 -1.714
O 2.434 -2.051 -2.248
O -0.050 -2.093 -2.501
N 0.938 -1.279 -0.403
C 2.064 -0.842 0.238
N 1.879 0.450 0.575
C 2.816 1.077 1.278
C 3.981 0.420 1.609
C 4.088 -0.907 1.204
N 3.140 -1.554 0.540
H 0.239 -8.482 -0.129
H 1.623 -8.223 0.798
H -0.674 -6.801 -1.603
H -0.657 -4.421 -2.268
H 2.883 -3.783 0.035
H 2.863 -6.152 0.732
H 2.622 2.102 1.557
H 4.769 0.909 2.160
H 4.977 -1.481 1.440
O -1.708 0.311 -1.196
O -2.915 0.355 -0.719
```

Let us look at the Mulliken charges, expressed in e, one per atom: number 1, Re, carries 1.54; number 2, C, carries -1.20; number 3, Si, carries 0.26; number 4, C, carries -1.19; number 5, C, carries -0.62; number 6, N, carries 1.27; number 7, C, carries 1.42; number 8, C, carries -0.88; number 9, C, carries -1.20; number 10, C, carries -1.09; number 11, C, carries -0.99; number 12, C, carries 1.01; number 13, N, carries 0.37; number 14, Si, carries 1.44; number 15, C, carries -1.79; number 16, C, carries -1.58; number 17, C, carries -1.29; number 18, H, carries 0.41; number 19, H, carries 0.39; number 20, H, carries 0.24; number 21, H, carries 0.39; number 22, H, carries 0.27; number 23, H, carries 0.45; number 24, H, carries 0.63; number 25, H, carries -0.26; number 26, H, carries 0.30; number 27, H, carries 0.38; number 28, H, carries 0.41; number 29, H, carries 0.44; number 30, H, carries 0.33; number 31, H, carries 0.53; number 32, H, carries 0.38; number 33, H, carries 0.51; number 34, H, carries 0.49; number 35, H, carries 0.34; number 36, H, carries 0.46; number 37, H, carries 0.23; number 38, H, carries 0.54; number 39, H, carries 0.49; number 40, F, carries -0.22; number 41, C, carries 0.48; number 42, F, carries -0.19; number 43, F, carries -0.19; number 44, S, carries 1.12; number 45, O, carries -0.49; number 46, O, carries -0.69; number 47, N, carries -0.64; number 48, S, carries 0.96; number 49, O, carries -0.70; number 50, O, carries -0.72; number 51, C, carries 0.53; number 52, F, carries -0.22; number 53, F, carries -0.21; number 54, F, carries -0.14; number 55, N, carries -0.55; number 56, C, carries 1.00; number 57, C, carries -0.87; number 58, C, carries -0.15; number 59, C, carries -0.80; number 60, C, carries -0.65; number 61, C, carries -0.88; number 62, S, carries 2.06; number 63, O, carries -0.76; number 64, O, carries -0.68; number 65, N, carries -0.36; number 66, C, carries -0.02; number 67, N, carries -0.21; number 68, C, carries 0.19; number 69, C, carries -1.27; number 70, C, carries -0.55; number 71, N, carries -0.33; number 72, H, carries 0.22; number 73, H, carries 0.22; number 74, H, carries 0.30; number 75, H, carries 0.54; number 76, H, carries 0.56; number 77, H, carries 0.31; number 78, H, carries 0.26; number 79, H, carries 0.45; number 80, H, carries 0.47; number 81, O, carries -0.59; number 82, O, carries -0.43